DFT (ωB97M-V with the def2-TZVPD basis set) results for a 11-piece molecular cluster, C21H47Cl4N5O22 overall.

The geometry in XYZ format:
```
99
Properties=species:S:1:pos:R:3
Cl -5.37098 -1.33221 2.87383
C -3.56971 -1.27665 2.49420
C -2.80545 -0.28875 3.33775
Cl -1.03412 -0.45628 3.17537
H -3.43407 -0.97551 1.45545
H -3.18179 -2.27277 2.70718
H -3.08060 -0.36455 4.38972
H -3.05364 0.74026 3.07765
Cl -4.50194 -4.02244 -3.84387
C -3.81750 -2.69912 -2.87503
C -2.75052 -3.31734 -2.05391
Cl -1.24654 -3.59366 -2.99789
H -4.58317 -2.38027 -2.16779
H -3.40061 -1.86087 -3.43326
H -3.05912 -4.31425 -1.73922
H -2.39650 -2.69415 -1.23268
C -1.20039 0.04907 -4.27276
N 0.21740 -0.38044 -4.36209
O 0.78292 -0.77058 -3.35654
O 0.87410 -0.29755 -5.41207
H -1.88789 -0.77199 -4.47597
H -1.28366 1.06820 -4.65029
H -1.27158 0.10158 -3.18635
C -0.48662 -4.94608 3.83688
N 0.72501 -4.13905 3.39292
O 0.61104 -3.50010 2.31461
O 1.57866 -3.96538 4.23458
H -0.06200 -5.69848 4.50148
H -1.04909 -5.42884 3.03771
H -1.20740 -4.36007 4.40710
C 0.66066 -1.32817 0.30341
N -0.14745 -0.26228 -0.25296
O 0.42273 0.80128 -0.31074
O -1.23229 -0.57185 -0.70177
H 0.21221 -2.31712 0.20865
H 0.72690 -1.11138 1.36957
H 1.65546 -1.31416 -0.14187
C 0.70250 2.63885 2.75489
N 1.89146 1.84821 3.27025
O 2.51245 2.23861 4.27610
O 2.18855 0.85639 2.63157
H -0.22625 2.07807 2.85998
H 0.85032 2.77882 1.68407
H 0.54895 3.52017 3.37763
C 1.94190 -4.66221 -1.03607
N 1.40579 -5.93627 -1.49250
O 2.25383 -6.84506 -1.33609
O 0.25356 -6.01808 -1.86182
H 1.45142 -4.35118 -0.11370
H 1.82397 -3.93050 -1.83532
H 2.96440 -4.78926 -0.68045
C -0.38352 3.91543 -0.72051
O -1.33681 3.57766 0.20562
C -1.61665 4.25111 1.28980
O -1.06825 5.30570 1.54337
O -2.66060 3.73507 1.89682
C -3.37999 4.53015 2.82502
H 0.36111 4.56474 -0.26005
H -0.68663 4.45537 -1.61755
H 0.28599 3.12044 -1.04891
H -3.56755 5.52692 2.42582
H -2.80706 4.82159 3.70531
H -4.30213 4.01179 3.08782
C 3.86475 -2.74655 2.29680
O 5.07777 -2.81248 1.60319
C 5.05712 -2.14465 0.44093
O 4.13311 -1.44812 -0.08684
O 6.29515 -2.13969 -0.10929
C 7.43090 -2.36875 0.68955
H 3.69145 -1.71104 2.58971
H 3.87499 -3.40352 3.16650
H 2.93578 -2.94463 1.76212
H 7.61335 -3.44282 0.72396
H 7.35544 -1.99179 1.70951
H 8.26058 -1.75118 0.34555
C -4.60820 1.34574 -6.31522
O -4.09659 1.80276 -5.08690
C -4.29403 1.09987 -3.90030
O -4.85821 -0.00064 -3.79169
O -3.72013 1.83715 -2.90887
C -3.82805 1.38303 -1.58420
H -4.62675 0.25717 -6.26273
H -3.87996 1.64536 -7.06887
H -5.53950 1.86121 -6.54991
H -2.82307 1.47980 -1.17338
H -4.06384 0.31896 -1.60006
H -4.49916 2.04448 -1.03631
C 3.13880 6.23713 2.03155
O 3.17870 4.82505 1.71124
C 3.11518 4.49694 0.45444
O 3.11042 5.18279 -0.50610
O 3.31756 3.20110 0.45422
C 3.22667 2.37255 -0.73169
H 2.19772 6.74307 1.81594
H 4.01525 6.75309 1.63949
H 3.42061 6.47327 3.05767
H 4.26888 2.30719 -1.04415
H 2.68063 2.88703 -1.52242
H 2.82347 1.36052 -0.69557
```

SMILES: C[N+](=O)[O-].C[N+](=O)[O-].C[N+](=O)[O-].C[N+](=O)[O-].C[N+](=O)[O-].COC(=O)OC.COC(=O)OC.COC(=O)OC.COC(=O)OC.ClCCCl.ClCCCl
LUMO, eV: -0.926
Total charge: 0
Gap between HOMO and LUMO, eV: 9.5
E_HOMO, eV: -10.40
M, g/mol: 863.43
2S+1: 1
Energy above the lowest of the compared OMol25 structures with the same formula, charge and spin, kcal per mole: 73.3
DFT total energy, Eh: -4597.62553